# C3H5Cl2FN4

C3H5Cl2FN4 as an isolated structure at a distorted geometry (ωB97M-V with the def2-TZVPD basis set, the Open Molecules 2025 dataset).

```
15
Properties=species:S:1:pos:R:3:forces:R:3
C -0.12003 -1.63924 -0.62517 -4.81 -1.01 -0.68
C -1.59512 0.19636 -0.16900 -1.61 -1.51 -0.64
C 0.81856 0.91532 0.00567 -3.17 -0.97 -3.96
N 0.92347 -0.95978 -0.40518 3.59 2.12 1.85
N -1.36303 -1.07241 -0.56329 1.11 -0.73 0.34
N -0.61166 1.03641 0.12668 2.56 2.11 1.22
N 1.47591 1.13332 1.14926 0.10 -1.82 3.07
F 0.95349 0.56519 2.27958 0.76 1.10 -1.66
Cl -3.19338 0.70047 -0.00916 0.28 0.10 -0.10
Cl 1.52736 1.66294 -1.39650 0.20 -0.24 0.67
H -0.09057 -2.70611 -0.86518 0.30 0.29 -0.50
H 1.85430 -1.36879 -0.44230 0.13 0.37 0.17
H -2.17078 -1.66029 -0.78481 0.25 0.21 0.10
H -0.89777 1.96392 0.46227 -0.06 -0.43 0.02
H 2.48924 1.23269 1.23712 0.37 0.42 0.10
```
Forces are in eV/Å.

Its spin multiplicity is 3. The charge is +2. The value obtained for the gap between HOMO and LUMO (spin up / spin down) is 5.83 / 5.60 eV. Its LUMO energy (spin up / spin down) is -9.303 / -14.283 eV.

natural (NBO) atomic charge list, values in e, 6 entries: 0.22, 0.33, 0.31, -0.44, -0.50, -0.61


# C2H8NOS

A 2-piece molecular cluster, C2H8NOS overall (ωB97M-V with the def2-TZVPD basis set, the Open Molecules 2025 dataset).

```
13
Properties=species:S:1:pos:R:3:forces:R:3
C -0.48924 1.02917 -0.26325 0.00 -0.37 0.14
O -0.49992 1.59508 1.03456 0.12 0.03 0.10
C -0.97792 -0.43533 -0.24095 0.17 0.21 -0.41
N -0.20403 -1.20095 -1.23316 -0.15 0.03 -0.11
H -1.09737 1.64110 -0.93478 -0.11 0.06 0.15
H 0.53175 1.01016 -0.64506 -0.01 0.10 -0.10
H -0.83024 -0.80124 0.77829 -0.12 -0.02 0.04
H -2.04492 -0.46728 -0.49341 0.08 -0.18 0.08
H 0.76026 -1.20503 -0.90497 0.05 0.05 -0.06
H -0.48549 -2.17393 -1.27282 -0.15 0.06 0.14
S 1.95893 -0.32248 1.10509 0.33 -0.20 0.34
H 3.10349 0.17238 1.58985 0.09 0.00 0.03
H 0.27471 1.15836 1.48062 -0.30 0.22 -0.34
```
Forces are in eV/Å.

The charge is -1. The value obtained for the gap between HOMO and LUMO is 7.48 eV. Its LUMO energy is 4.275 eV.

natural (NBO) atomic charge list, values in e, 6 entries: -0.08, -0.79, -0.25, -0.87, 0.15, 0.19


# C4H7ClOS

A 2-piece molecular cluster, C4H7ClOS overall at a distorted geometry (ωB97M-V with the def2-TZVPD basis set, the Open Molecules 2025 dataset).

```
14
Properties=species:S:1:pos:R:3:forces:R:3
C 1.86488 0.65713 0.50970 -2.21 0.74 1.96
C -1.15622 1.16793 -0.18062 -0.19 -3.99 1.49
C -0.77391 -0.36884 -0.39542 -1.67 0.83 -1.19
C -0.00914 -0.88141 0.77636 2.12 0.02 -1.77
O 2.18365 1.64494 1.09376 -0.24 -1.88 -0.91
S 0.77370 -2.46481 0.65643 -0.54 1.15 -1.92
Cl 2.39380 0.26913 -1.12848 0.61 -0.18 -0.71
H -1.59795 1.60389 -0.99462 -1.49 0.73 -2.10
H -1.82856 1.12219 0.68293 0.20 0.74 -0.09
H -0.27518 1.68224 -0.02442 1.67 1.23 0.87
H -0.17098 -0.50890 -1.29990 -0.09 0.15 0.10
H -1.77595 -0.93289 -0.64036 1.83 0.62 0.90
H -0.47648 -0.71328 1.69293 -0.20 0.50 1.72
H 0.84835 -2.27731 -0.74829 0.18 -0.68 1.64
```
Forces are in eV/Å.

The charge is 0. The value obtained for the gap between HOMO and LUMO (spin up / spin down) is 7.57 / 7.57 eV. Its LUMO energy (spin up / spin down) is -0.622 / -0.625 eV.

natural (NBO) atomic charge list, values in e, 6 entries: 0.44, -0.58, -0.49, -0.24, -0.53, 0.08


# C49H66BrCeNO6S

C49H66BrCeNO6S as an isolated structure at a distorted geometry (ωB97M-V with the def2-TZVPD basis set, the Open Molecules 2025 dataset).

```
125
Properties=species:S:1:pos:R:3:forces:R:3
Ce -3.11314 1.89564 0.51175 -2.25 0.04 0.57
C -1.61556 2.88844 3.79798 -0.59 0.86 -2.41
O -1.52428 2.02364 2.61927 -0.50 0.34 0.64
C -0.44032 1.15451 2.64725 -1.03 0.49 0.10
C -0.59035 -0.10757 3.18721 -1.13 -1.27 -0.10
C -1.95277 -0.46125 3.83503 1.24 1.43 1.70
C -2.59166 -1.61074 3.19599 0.59 -0.15 -0.09
C -2.57546 -2.90962 3.57791 1.25 -1.94 1.18
C -2.82244 -3.97126 2.66253 0.30 1.01 3.01
C -3.29429 -3.67046 1.42599 -0.32 0.05 -0.30
C -3.43723 -2.35918 1.02828 0.80 1.61 0.28
C -3.90414 -1.96754 -0.34638 1.51 1.09 -0.70
C -2.72474 -1.81211 -1.38870 1.24 -1.21 0.90
C -1.64549 -2.74948 -1.52531 -0.76 0.31 1.12
C -0.42525 -2.42054 -2.09018 -0.47 0.39 -0.50
C -0.27182 -1.16549 -2.74030 -0.91 -1.43 0.76
C -1.32955 -0.27909 -2.72070 1.88 0.57 -0.10
C -0.99228 1.16124 -3.20029 -0.26 -0.39 2.24
C 0.19639 1.71514 -2.38995 -0.23 -0.15 0.16
C 1.53011 1.64209 -2.79784 0.43 0.98 0.84
C 2.58699 2.18201 -2.00842 -2.15 -1.46 0.42
C 2.22592 2.58755 -0.71419 2.21 0.71 -0.90
C 0.96284 2.60867 -0.23394 -1.31 -0.68 -0.23
C 0.79790 2.83261 1.24064 -0.11 0.40 0.80
C 0.70489 1.56400 2.05855 2.48 -0.87 -1.05
C 1.82905 0.67142 2.13079 0.61 2.10 -1.07
C 1.69960 -0.59498 2.59943 -0.75 -0.90 0.48
C 0.44169 -1.03171 3.05197 -0.07 1.07 0.80
C 2.86273 -1.50946 2.83756 1.05 -0.59 -0.71
C 3.40562 -1.29080 4.22687 -0.14 1.72 0.78
C 2.52453 -2.99873 2.66586 0.59 -1.17 1.88
C 4.05054 -1.27924 1.88839 0.71 -0.65 -1.04
C -0.09361 2.19241 -1.09261 0.89 -0.61 0.66
O -1.29370 2.05802 -0.57165 0.57 0.54 -0.86
C 4.02697 2.11889 -2.39875 -0.18 -0.15 -0.35
C 4.14345 1.86510 -3.89342 -1.45 1.15 0.76
C 4.81557 1.03412 -1.66747 3.83 2.42 0.63
C 4.63091 3.47879 -2.09922 -0.39 0.78 0.76
C -2.49197 -0.64124 -2.06298 -1.34 0.94 -0.90
O -3.51402 0.27278 -2.12586 -0.57 0.54 0.57
C -4.32666 0.36510 -3.31017 0.87 -0.50 0.39
C 0.73727 -3.36921 -2.05280 1.63 -0.32 -0.24
C 1.98877 -2.71298 -1.43622 0.84 -0.49 -0.71
C 0.63895 -4.68635 -1.29623 0.31 -0.03 0.95
C 0.98839 -3.89699 -3.47834 0.32 0.59 -0.48
C -3.01542 -1.32554 1.91762 -2.03 0.08 -2.20
O -3.18101 -0.05736 1.56610 0.36 -0.38 -0.38
C -2.46848 -5.30511 3.24948 -0.01 -0.99 -0.99
C -3.12385 -5.59772 4.59980 0.14 1.74 -0.57
C -2.99542 -6.45929 2.41469 -0.20 -0.50 -0.24
C -0.92733 -5.40957 3.32640 -0.51 0.86 0.47
H -1.91547 2.35621 4.64986 -0.47 -0.93 1.18
H -0.63812 3.26574 3.89733 1.28 0.72 0.62
H -2.32269 3.72192 3.55144 0.53 -1.01 0.08
H -1.65380 -0.54338 4.90154 -0.70 -0.55 -0.27
H -2.63531 0.39974 3.76046 0.46 -0.28 0.03
H -2.18957 -3.20404 4.62244 -0.63 0.68 -1.65
H -3.64505 -4.45428 0.79974 -0.02 -0.59 -0.73
H -4.52499 -2.73631 -0.68565 -1.29 -1.15 -0.71
H -4.45805 -1.01104 -0.31855 0.18 -0.58 -0.08
H -1.73049 -3.73984 -1.06758 -0.09 0.39 0.09
H 0.63907 -0.93352 -3.26269 0.32 0.20 0.12
H -0.76886 1.08073 -4.23523 0.07 0.50 -1.04
H -1.82083 1.83364 -2.91654 0.11 -0.37 -0.84
H 1.72910 1.15261 -3.73217 0.16 0.05 -0.43
H 3.04461 2.96301 -0.07022 -0.60 -0.39 -0.20
H 1.72941 3.31710 1.55263 -0.29 0.34 0.16
H -0.07651 3.43658 1.51293 0.32 0.18 -0.34
H 2.85400 1.02618 1.78006 -1.65 -0.36 0.32
H 0.37984 -2.01975 3.49434 -0.45 0.15 -0.17
H 2.62276 -1.50130 4.96344 0.39 -0.11 0.18
H 4.31863 -1.84995 4.36546 0.06 -0.56 0.32
H 3.72126 -0.21638 4.35760 -0.50 -0.83 -0.11
H 1.58021 -3.41761 3.06948 0.51 0.65 0.02
H 2.56991 -3.34963 1.67070 -0.05 -0.02 -1.40
H 3.34835 -3.56435 3.18616 -0.72 0.35 -0.38
H 4.46985 -0.23388 1.85167 -0.73 -1.02 -0.20
H 4.92252 -1.92525 2.18732 -0.81 0.49 -0.01
H 3.73620 -1.71956 0.89608 0.56 1.18 0.59
H 3.82301 0.86474 -4.15276 -0.26 -0.01 -0.37
H 3.57911 2.71303 -4.35739 0.42 -1.09 -0.30
H 5.16777 1.96564 -4.03683 1.90 0.10 -1.10
H 4.48581 0.06569 -1.76898 -1.29 -2.13 -0.08
H 5.92928 0.98276 -2.05820 -1.95 0.29 0.28
H 5.02488 1.30000 -0.60153 -0.73 -0.37 -0.56
H 4.09975 4.32387 -2.61557 0.11 -0.80 0.75
H 4.66253 3.60224 -0.98254 -0.01 0.38 -1.16
H 5.62794 3.53074 -2.47130 1.09 -0.07 -0.16
H -3.86471 1.05707 -4.00939 -0.12 0.09 -0.18
H -4.55949 -0.58253 -3.79538 0.64 -0.40 0.08
H -5.25455 0.68898 -2.93191 -1.08 1.00 0.21
H 1.79768 -2.30513 -0.43709 0.10 -0.53 0.04
H 2.79034 -3.50558 -1.50872 -0.60 0.88 0.75
H 2.41627 -1.89046 -1.98647 -0.19 0.56 -0.53
H 0.34558 -4.60487 -0.22604 0.02 -0.08 -0.71
H -0.02098 -5.27867 -1.88746 -0.90 -0.96 0.28
H 1.64320 -5.18792 -1.35573 -0.95 0.44 0.20
H 1.09106 -3.09406 -4.23821 0.14 -0.53 0.41
H 1.81503 -4.62199 -3.51040 0.17 0.53 -0.05
H 0.12502 -4.49846 -3.72122 -0.47 0.02 -0.43
H -4.15618 -5.24338 4.65555 0.16 -0.15 -0.04
H -3.04130 -6.62205 4.65124 -0.42 -2.51 0.62
H -2.56147 -5.25336 5.42377 0.53 0.90 1.05
H -4.09004 -6.53994 2.63722 0.79 -0.17 -0.86
H -2.71734 -6.40051 1.36301 -0.53 0.29 -0.23
H -2.49203 -7.38067 2.72903 -0.30 -0.04 0.27
H -0.60323 -4.54849 3.93956 0.34 -0.50 -0.36
H -0.60356 -6.33121 3.77168 0.06 -0.56 0.58
H -0.45102 -5.39407 2.34977 -0.12 0.38 -0.24
O -3.24540 1.20071 -8.35321 2.13 -1.08 0.16
H -2.93100 1.16075 -9.26631 -0.61 0.34 -0.26
H -2.43780 0.75438 -7.96374 -1.53 0.74 0.10
O 1.05542 7.69752 -3.60314 1.73 1.67 -0.51
H 1.99784 7.46959 -3.73792 -0.97 -0.01 0.18
H 0.58863 6.91257 -3.43264 -0.76 -1.74 0.32
H -3.42701 3.66159 1.83103 -0.04 -0.01 -0.29
Br -6.00244 2.13444 -0.65472 0.53 -0.02 0.23
S -0.89514 10.62989 0.66628 0.30 -0.62 -0.59
C -0.29429 9.51681 -0.47453 1.92 -0.62 -1.18
C -0.07035 10.14887 -1.67245 -1.66 -1.16 -1.10
N -0.56867 11.40243 -1.76245 0.27 1.67 -0.69
C -0.96400 11.80322 -0.62861 -1.32 0.66 3.46
H 0.15394 8.51991 -0.40469 -0.73 0.32 0.85
H 0.08054 9.69254 -2.66547 0.71 -0.19 1.04
H -1.44141 12.68844 -0.14858 0.52 -0.02 -1.77
```
Forces are in eV/Å.

Its spin multiplicity is 2. The charge is -1. The value obtained for the gap between HOMO and LUMO (spin up / spin down) is 6.70 / 6.73 eV. Its LUMO energy (spin up / spin down) is 1.874 / 1.874 eV.

Mulliken atomic charge list, values in e, 6 entries: 1.39, -1.24, 0.08, 0.11, 0.56, -1.23